DFT (the ωB97M-V functional and the def2-TZVPD basis) results for one molecule with the formula C3H5NO.

```
10
Properties=species:S:1:pos:R:3
C 1.41 -0.03 -0.24
N 0.91 1.03 0.24
C -0.54 0.79 0.18
C -0.66 -0.72 0.06
O 0.60 -1.07 -0.56
H 2.47 -0.20 -0.45
H -0.91 1.27 -0.73
H -1.10 1.20 1.03
H -0.70 -1.23 1.03
H -1.49 -1.03 -0.56
```

The SMILES is C1=NCCO1. Its HOMO-LUMO gap is 10.748 eV. The multiplicity is 1. The value obtained for the HOMO energy is -9.718 eV. For the max |F|, the calculation gives 0.448 eV Å⁻¹. As for the net charge: 0.

Now the natural (NBO) charges, all in e: atom 1 (C): 0.3727, atom 2 (N): -0.4645, atom 3 (C): -0.2828, atom 4 (C): -0.0977, atom 5 (O): -0.4967, atom 6 (H): 0.1888, atom 7 (H): 0.1940, atom 8 (H): 0.2104, atom 9 (H): 0.1777, atom 10 (H): 0.1980

=====

DFT (the ωB97M-V functional and the def2-TZVPD basis) results for a 10-piece molecular cluster, C42H66N2O26 overall in a non-equilibrium geometry.

```
136
Properties=species:S:1:pos:R:3
O 6.80 -4.15 5.61
C 6.01 -3.75 4.69
C 4.95 -4.59 4.22
C 4.10 -4.15 3.25
C 4.27 -2.81 2.79
O 3.36 -2.38 1.81
C 5.36 -2.02 3.22
C 6.08 -2.43 4.29
H 7.62 -3.66 5.73
H 4.81 -5.62 4.51
H 3.29 -4.73 2.83
H 3.47 -1.56 1.33
H 5.24 -0.99 2.93
H 6.77 -1.78 4.81
O -3.42 -1.42 8.64
C -2.77 -0.78 7.60
C -1.92 -1.50 6.66
C -1.50 -0.85 5.53
C -1.91 0.47 5.30
O -1.46 1.12 4.18
C -2.70 1.19 6.22
C -3.17 0.56 7.37
H -4.10 -0.91 9.10
H -1.76 -2.54 6.90
H -0.85 -1.38 4.86
H -0.58 0.81 3.99
H -3.02 2.19 5.97
H -3.81 1.12 8.03
C 1.98 2.65 -0.42
O 3.30 2.90 -0.83
C 3.92 1.55 -0.97
C 5.31 1.80 -1.60
N 6.08 2.96 -1.13
C 7.28 3.33 -1.86
C 6.91 4.03 -3.20
O 6.34 5.28 -3.11
C 4.90 5.36 -2.97
H 2.01 2.34 0.62
H 1.45 1.92 -1.03
H 1.42 3.59 -0.51
H 3.37 0.86 -1.61
H 4.05 1.15 0.03
H 5.31 2.02 -2.67
H 5.92 0.97 -1.26
H 5.52 3.80 -1.07
H 7.89 2.45 -2.09
H 8.01 3.90 -1.29
H 6.33 3.34 -3.82
H 7.80 4.30 -3.78
H 4.56 6.35 -2.69
H 4.26 4.64 -2.46
H 4.61 5.07 -3.98
C -5.16 4.02 -1.05
O -3.79 4.36 -0.79
C -2.84 4.19 -1.82
C -2.58 2.80 -2.14
N -1.71 2.77 -3.37
C -0.30 2.71 -2.97
C 0.64 3.37 -3.94
O 0.14 4.60 -4.33
C 0.56 5.21 -5.57
H -5.61 4.90 -1.50
H -5.75 3.92 -0.14
H -5.27 3.24 -1.81
H -1.84 4.46 -1.47
H -2.97 4.92 -2.62
H -3.51 2.23 -2.08
H -2.00 2.29 -1.37
H -1.84 3.63 -3.90
H 0.02 1.69 -2.77
H -0.09 3.15 -2.00
H 0.84 2.79 -4.84
H 1.61 3.43 -3.45
H -0.22 5.93 -5.84
H 0.77 4.43 -6.31
H 1.53 5.70 -5.51
O -2.95 -1.12 -1.04
C -2.10 -0.98 -0.14
O -1.13 -1.84 0.10
C -0.26 -1.39 1.10
C -0.76 0.01 1.29
O -1.94 0.11 0.65
H -0.15 -2.01 1.99
H 0.75 -1.47 0.68
H -0.03 0.63 0.76
H -1.02 0.17 2.33
O -6.10 -0.66 6.04
C -5.61 -0.24 5.00
O -5.47 1.13 4.55
C -5.15 0.99 3.19
C -4.50 -0.39 3.04
O -5.16 -1.11 4.06
H -6.07 1.08 2.61
H -4.50 1.81 2.88
H -3.43 -0.31 3.17
H -4.41 -0.65 1.98
O -1.29 -3.99 2.48
C -2.49 -4.27 2.44
O -3.53 -3.29 2.41
C -4.74 -4.06 2.11
C -4.36 -5.54 2.40
O -2.99 -5.50 2.16
H -5.58 -3.78 2.75
H -5.01 -4.05 1.05
H -4.71 -6.01 1.47
H -4.69 -6.10 3.27
O 1.28 -0.53 -1.37
C 1.16 -1.06 -2.48
O 1.70 -0.50 -3.63
C 1.59 -1.55 -4.63
C 0.49 -2.41 -4.16
O 0.39 -2.15 -2.84
H 1.42 -1.07 -5.60
H 2.61 -1.93 -4.61
H 0.76 -3.46 -4.29
H -0.42 -2.14 -4.71
O -7.43 -0.40 -4.86
C -6.13 -0.28 -4.77
O -5.53 0.69 -3.97
C -4.15 0.47 -3.98
C -4.01 -0.35 -5.20
O -5.23 -0.90 -5.52
H -3.54 1.37 -4.00
H -3.85 -0.07 -3.08
H -3.28 -1.14 -5.01
H -3.79 0.27 -6.07
O -0.10 -6.29 -2.54
C 0.70 -5.73 -1.80
O 2.03 -6.05 -1.81
C 2.66 -5.32 -0.71
C 1.60 -4.29 -0.35
O 0.43 -4.79 -0.91
H 2.81 -5.96 0.16
H 3.64 -4.97 -1.01
H 1.78 -3.30 -0.77
H 1.49 -4.08 0.71
```

The SMILES is Oc1ccc(O)cc1.Oc1ccc(O)cc1.COCCNCCOC.COCCNCCOC.O=C1OCCO1.O=C1OCCO1.O=C1OCCO1.O=C1OCCO1.O=C1OCCO1.O=C1OCCO1. Its HOMO-LUMO gap is 7.934 eV. The multiplicity is 1. The value obtained for the HOMO energy is -8.019 eV. For the max |F|, the calculation gives 7.081 eV Å⁻¹. As for the net charge: 0.

Atomic partial charges in e from the Löwdin method, atoms 1 to 99: atom 1 (O): 0.0908, atom 2 (C): -0.3733, atom 3 (C): 0.0003, atom 4 (C): -0.0181, atom 5 (C): -0.2675, atom 6 (O): -0.0089, atom 7 (C): -0.0360, atom 8 (C): -0.0360, atom 9 (H): 0.1241, atom 10 (H): 0.1162, atom 11 (H): 0.1099, atom 12 (H): 0.0882, atom 13 (H): 0.1135, atom 14 (H): 0.1207, atom 15 (O): 0.0248, atom 16 (C): -0.2587, atom 17 (C): 0.0065, atom 18 (C): -0.0356, atom 19 (C): -0.3288, atom 20 (O): -0.0005, atom 21 (C): -0.0128, atom 22 (C): -0.0228, atom 23 (H): 0.1016, atom 24 (H): 0.1123, atom 25 (H): 0.1145, atom 26 (H): 0.0876, atom 27 (H): 0.1203, atom 28 (H): 0.1175, atom 29 (C): -0.1341, atom 30 (O): -0.1956, atom 31 (C): -0.1418, atom 32 (C): -0.1807, atom 33 (N): -0.0837, atom 34 (C): -0.1885, atom 35 (C): -0.2462, atom 36 (O): -0.1758, atom 37 (C): -0.0836, atom 38 (H): 0.0906, atom 39 (H): 0.0499, atom 40 (H): 0.0919, atom 41 (H): 0.0978, atom 42 (H): 0.1131, atom 43 (H): 0.0985, atom 44 (H): 0.1148, atom 45 (H): 0.0785, atom 46 (H): 0.1105, atom 47 (H): 0.1115, atom 48 (H): 0.1053, atom 49 (H): 0.1220, atom 50 (H): 0.0924, atom 51 (H): 0.0588, atom 52 (H): 0.0800, atom 53 (C): -0.0848, atom 54 (O): -0.1729, atom 55 (C): -0.2368, atom 56 (C): -0.2013, atom 57 (N): -0.0169, atom 58 (C): -0.2121, atom 59 (C): -0.2372, atom 60 (O): -0.1931, atom 61 (C): -0.0572, atom 62 (H): 0.0792, atom 63 (H): 0.0876, atom 64 (H): 0.0784, atom 65 (H): 0.1255, atom 66 (H): 0.1351, atom 67 (H): 0.0912, atom 68 (H): 0.1176, atom 69 (H): 0.0882, atom 70 (H): 0.1027, atom 71 (H): 0.0811, atom 72 (H): 0.1178, atom 73 (H): 0.1175, atom 74 (H): 0.0916, atom 75 (H): 0.0810, atom 76 (H): 0.0776, atom 77 (O): 0.0838, atom 78 (C): -0.5015, atom 79 (O): 0.0902, atom 80 (C): -0.1286, atom 81 (C): -0.1554, atom 82 (O): 0.0739, atom 83 (H): 0.1144, atom 84 (H): 0.0973, atom 85 (H): 0.1291, atom 86 (H): 0.1067, atom 87 (O): 0.1239, atom 88 (C): -0.4492, atom 89 (O): 0.0260, atom 90 (C): -0.1482, atom 91 (C): -0.1338, atom 92 (O): 0.0646, atom 93 (H): 0.1285, atom 94 (H): 0.1354, atom 95 (H): 0.1007, atom 96 (H): 0.1279, atom 97 (O): 0.1109, atom 98 (C): -0.4287, atom 99 (O): 0.0157

=====

DFT (the ωB97M-V functional and the def2-TZVPD basis) results for one molecule with the formula C5H8BrP in a non-equilibrium geometry.

```
15
Properties=species:S:1:pos:R:3
C 1.57 1.01 1.09
P 0.84 0.97 -0.65
C -0.99 1.14 -0.37
C -1.70 0.01 -0.25
Br -3.59 -0.05 0.24
C -0.86 -1.27 -0.40
C 0.52 -0.82 -0.86
H 2.62 0.59 1.16
H 0.99 0.39 1.80
H 1.89 2.04 1.52
H -1.24 2.22 -0.17
H -0.79 -1.81 0.53
H -1.27 -1.96 -1.16
H 1.32 -1.43 -0.44
H 0.69 -1.04 -2.02
```

The SMILES is CP1C=C(Br)CC1. Its HOMO-LUMO gap is 9.528 eV. The multiplicity is 1. The value obtained for the HOMO energy is -8.673 eV. For the max |F|, the calculation gives 3.383 eV Å⁻¹. As for the net charge: 0.

Now the natural (NBO) charges, all in e: atom 1 (C): -0.9694, atom 2 (P): 0.7925, atom 3 (C): -0.5317, atom 4 (C): -0.0306, atom 5 (Br): 0.0466, atom 6 (C): -0.4647, atom 7 (C): -0.7238, atom 8 (H): 0.2422, atom 9 (H): 0.2255, atom 10 (H): 0.2473, atom 11 (H): 0.2410, atom 12 (H): 0.2227, atom 13 (H): 0.2280, atom 14 (H): 0.2393, atom 15 (H): 0.2353